Below is C36H36CrN3O2P as an isolated structure, with properties calculated with the ωB97M-V functional and the def2-TZVPD basis.

Computed properties:
* expectation value of S²: 3.848
* relative energy (zero: lowest compared OMol25 entry of this formula, charge and spin): 21.2 kcal/mol
* charge: +1
* LUMO level (alpha / beta): -0.101 / -0.108 hartree
* E_tot: -3093.85342 a.u.
* spin multiplicity: 4

Element x y z (Å)
Cr -0.529 -0.122 -0.001
C -5.890 -2.538 0.377
C -4.581 -2.406 1.163
C -3.434 -3.193 0.579
C -3.500 -4.577 0.661
C -2.452 -5.382 0.261
C -1.250 -4.796 -0.095
C -1.119 -3.417 -0.135
C 0.266 -2.840 -0.279
C 0.998 -2.948 1.066
C -2.252 -2.607 0.078
N -2.138 -1.245 -0.162
C -3.150 -0.534 -0.585
C -3.002 0.856 -0.561
C -3.885 1.919 -0.809
C -3.200 3.076 -0.466
C -1.926 2.680 -0.047
N -1.798 1.356 -0.094
H -6.676 -1.972 0.875
H -6.198 -3.581 0.326
H -5.800 -2.165 -0.643
H -4.765 -2.802 2.167
H -4.317 -1.353 1.276
H -4.397 -5.030 1.056
H -2.551 -6.455 0.282
H -0.396 -5.421 -0.313
H 0.243 -1.772 -0.600
H 0.827 -3.400 -1.032
H 0.393 -2.515 1.862
H 1.962 -2.439 1.038
H 1.171 -3.993 1.310
H -4.062 -0.991 -0.949
H -4.886 1.835 -1.187
H -3.571 4.082 -0.494
H -1.123 3.314 0.281
O -1.502 -0.419 2.486
C -0.440 -0.121 1.994
C 0.774 0.214 2.766
C 0.873 -0.005 4.139
C 2.041 0.325 4.803
C 3.110 0.876 4.110
C 3.023 1.102 2.745
C 1.858 0.766 2.070
P 1.547 1.008 0.290
C 3.208 0.731 -0.419
C 4.196 1.710 -0.343
C 5.470 1.444 -0.810
C 5.766 0.212 -1.373
C 4.782 -0.758 -1.471
C 3.509 -0.503 -0.988
C 1.419 2.813 0.112
C 1.319 3.693 1.184
C 1.154 5.048 0.941
C 1.077 5.520 -0.359
C 1.176 4.644 -1.430
C 1.339 3.293 -1.195
H 0.030 -0.431 4.661
H 2.129 0.154 5.865
H 4.017 1.135 4.635
H 3.859 1.531 2.213
H 3.965 2.680 0.074
H 6.236 2.200 -0.728
H 6.763 0.012 -1.732
H 5.011 -1.716 -1.913
H 2.739 -1.265 -1.036
H 1.357 3.321 2.200
H 1.078 5.732 1.774
H 0.931 6.574 -0.536
H 1.120 5.015 -2.442
H 1.400 2.586 -2.013
C -0.855 0.564 -4.564
C 0.064 0.096 -3.472
N 1.350 -0.083 -3.808
O -0.329 -0.094 -2.323
H -0.528 0.232 -5.547
H -0.880 1.654 -4.549
H -1.863 0.207 -4.369
H 1.681 0.027 -4.750
H 2.017 -0.347 -3.097

***

Below is C36H36HgN7O3S3 as an isolated structure, with properties calculated with the ωB97M-V functional and the def2-TZVPD basis.

Computed properties:
* expectation value of S²: 0.816
* relative energy (zero: lowest compared OMol25 entry of this formula, charge and spin): 46.3 kcal/mol
* charge: -2
* LUMO level (alpha / beta): 0.143 / 0.143 hartree
* E_tot: -3350.37177 a.u.
* spin multiplicity: 2

Element x y z (Å)
Hg 1.058 -1.937 -1.615
C 1.107 2.550 4.813
O 1.565 3.809 4.395
C 2.473 3.804 3.345
C 3.207 2.696 2.950
C 4.085 2.772 1.874
C 4.280 3.974 1.162
C 3.536 5.090 1.612
C 2.651 5.006 2.665
N 5.199 4.184 0.171
N 5.702 3.190 -0.533
C 5.036 2.023 -0.818
C 5.840 0.933 -1.172
C 5.328 -0.323 -1.456
C 3.955 -0.604 -1.448
O 3.469 -1.779 -1.692
C 3.088 0.500 -1.191
N 1.730 0.264 -1.252
C 0.907 1.287 -1.125
C 1.341 2.606 -0.987
C 2.686 2.861 -0.882
C 3.610 1.808 -0.919
H 0.262 2.725 5.479
H 1.878 1.996 5.364
H 0.775 1.940 3.966
H 3.104 1.752 3.471
H 4.642 1.891 1.581
H 3.670 6.028 1.086
H 2.071 5.868 2.975
H 6.911 1.099 -1.178
H 5.999 -1.139 -1.704
H -0.147 1.063 -1.159
H 0.611 3.403 -0.959
H 3.047 3.873 -0.774
C -2.794 -3.426 -0.822
N -1.875 -3.735 -1.896
C -2.496 -3.605 -3.199
C -1.272 -5.033 -1.717
C 0.242 -5.135 -1.610
C 0.664 -6.465 -1.479
C 1.995 -6.812 -1.378
C 2.943 -5.803 -1.417
C 2.539 -4.482 -1.541
C 1.187 -4.103 -1.632
H -3.667 -4.107 -0.806
H -3.149 -2.407 -0.936
H -2.275 -3.499 0.135
H -3.310 -4.341 -3.344
H -1.746 -3.762 -3.976
H -2.901 -2.602 -3.315
H -1.570 -5.687 -2.548
H -1.688 -5.502 -0.817
H -0.095 -7.244 -1.462
H 2.286 -7.851 -1.270
H 4.000 -6.035 -1.352
H 3.293 -3.708 -1.564
S -5.602 1.712 1.662
C -4.748 1.424 0.251
S -3.436 0.302 0.209
C -3.137 0.634 -1.511
N -3.951 1.547 -1.954
N -4.855 1.969 -0.983
C -5.809 2.911 -1.459
C -5.531 3.566 -2.662
C -6.437 4.467 -3.191
C -7.636 4.734 -2.542
C -7.908 4.081 -1.352
C -7.009 3.176 -0.805
S -1.944 -0.179 -2.393
H -4.604 3.348 -3.169
H -6.201 4.963 -4.125
H -8.344 5.439 -2.960
H -8.840 4.269 -0.832
H -7.236 2.678 0.122
C 1.632 -1.539 4.307
N 0.715 -1.633 3.189
C -0.607 -2.210 3.351
C 1.139 -1.382 1.932
O 0.471 -1.624 0.945
H 1.065 -1.561 5.236
H 2.186 -0.601 4.270
H 2.351 -2.364 4.323
H -0.887 -2.171 4.402
H -0.638 -3.247 3.005
H -1.328 -1.644 2.763
H 2.144 -0.937 1.874

***

Below is C36H36N2O4P2Ru as an isolated structure, with properties calculated with the ωB97M-V functional and the def2-TZVPD basis.

Computed properties:
* expectation value of S²: 8.766
* charge: +1
* LUMO level (alpha / beta): -0.067 / -0.133 hartree
* E_tot: -2581.26750 a.u.
* spin multiplicity: 6

Element x y z (Å)
Ru -0.012 0.298 -0.030
N -1.243 -1.999 3.421
C -0.755 -1.043 2.635
O -1.263 -0.820 1.519
C 0.390 -0.204 3.125
C 1.345 0.058 1.998
H -2.010 -2.564 3.093
H -0.823 -2.205 4.310
H 0.867 -0.674 3.993
H -0.063 0.726 3.485
H 1.867 -0.810 1.607
H 1.983 0.929 2.105
N -0.968 3.331 -0.633
P -0.558 2.738 0.908
C -1.974 3.152 1.952
C -2.327 4.485 2.181
C -3.451 4.784 2.935
C -4.219 3.758 3.477
C -3.869 2.435 3.260
C -2.750 2.129 2.493
C 0.757 3.827 1.506
C 1.226 3.634 2.807
C 2.248 4.423 3.306
C 2.813 5.413 2.506
C 2.351 5.608 1.214
C 1.324 4.815 0.709
P -0.823 2.101 -1.833
C -2.112 2.514 -3.015
C -2.978 1.523 -3.467
C -3.965 1.833 -4.396
C -4.089 3.135 -4.856
C -3.229 4.130 -4.399
C -2.236 3.823 -3.485
C 0.704 2.521 -2.747
C 1.869 2.823 -2.048
C 3.029 3.167 -2.727
C 3.044 3.177 -4.117
C 1.901 2.833 -4.823
C 0.734 2.514 -4.141
H -1.755 3.966 -0.700
H -1.713 5.289 1.790
H -3.726 5.816 3.110
H -5.091 3.996 4.072
H -4.471 1.640 3.680
H -2.493 1.095 2.296
H 0.782 2.875 3.442
H 2.603 4.271 4.316
H 3.613 6.030 2.894
H 2.785 6.381 0.593
H 0.968 4.959 -0.304
H -2.885 0.509 -3.093
H -4.635 1.063 -4.753
H -4.860 3.380 -5.575
H -3.327 5.144 -4.766
H -1.547 4.593 -3.154
H 1.892 2.813 -0.964
H 3.920 3.422 -2.167
H 3.947 3.451 -4.650
H 1.908 2.829 -5.905
H -0.156 2.263 -4.705
C 5.605 -0.125 -3.876
O 4.568 -0.805 -4.578
C 3.406 -1.025 -3.931
C 2.470 -1.796 -4.651
C 1.293 -2.108 -4.049
C 0.963 -1.641 -2.750
C -0.304 -1.997 -2.172
C -1.109 -3.156 -2.693
O -0.817 -1.358 -1.233
C 1.897 -0.845 -2.060
O 1.695 -0.407 -0.824
C 3.130 -0.563 -2.659
H 6.441 -0.057 -4.566
H 5.904 -0.688 -2.990
H 5.285 0.875 -3.583
H 2.718 -2.137 -5.646
H 0.578 -2.712 -4.592
H -0.492 -3.938 -3.128
H -1.805 -2.798 -3.457
H -1.699 -3.556 -1.872
H 3.836 0.020 -2.089